1.
Molecular formula: C13H24AgCl12O3
Method: DFT, ωB97M-V/def2-TZVPD

Each line ends with the Mulliken charge.
Positions of all 53 atoms, in Å:
Ag 0.461 1.207 3.415  0.502
Cl 0.665 3.212 -5.092  -0.182
Cl -0.775 -4.018 3.668  -0.203
Cl -5.045 3.227 3.675  -0.190
Cl 4.353 3.267 1.023  -0.173
Cl -4.323 4.488 0.693  -0.197
Cl 5.600 0.214 0.544  -0.127
Cl 2.037 -4.155 -0.907  -0.217
Cl 4.671 -2.457 -2.153  -0.181
Cl -2.032 1.424 -4.621  -0.203
Cl -2.533 -2.432 -1.211  -0.191
Cl -1.779 -5.941 1.176  -0.198
Cl -5.278 -1.037 -0.514  -0.200
O 0.879 0.107 1.496  -0.677
O 0.504 1.003 -0.434  -0.362
O -0.505 1.590 1.282  -0.734
C 4.386 1.896 2.103  -0.087
C 0.683 1.616 -4.300  -0.362
C 5.683 1.116 2.015  -0.472
C -0.614 1.296 -3.563  -0.076
C -3.873 -0.085 -1.113  -0.295
C -0.705 -4.582 1.116  -0.256
C -3.528 3.022 1.382  -0.146
C -3.404 3.179 2.854  -0.300
C -2.587 -0.684 -0.672  0.401
C 0.272 0.818 0.733  1.276
C -1.015 -3.430 2.048  0.163
C 3.015 -1.797 -2.223  -0.405
C 2.099 -2.323 -1.106  0.125
H -2.382 -0.522 0.386  0.231
H -2.592 3.031 0.824  0.036
H -2.050 -3.087 2.036  0.220
H 3.111 -0.712 -2.179  0.210
H -4.196 2.196 1.137  0.277
H -1.736 -0.205 -1.157  -0.418
H -0.702 0.245 -3.288  0.058
H 0.255 -4.972 1.456  0.379
H 3.495 1.300 1.909  -0.023
H -0.436 -2.535 1.821  -0.152
H -4.050 0.021 -2.184  0.300
H 5.662 0.307 2.746  0.227
H -2.899 2.297 3.247  0.139
H -3.954 0.913 -0.681  0.104
H 1.034 -2.122 -1.217  -0.086
H -0.518 -4.317 0.075  0.051
H 2.393 -1.859 -0.164  0.167
H -0.756 1.894 -2.664  0.225
H 2.580 -1.956 -3.209  0.383
H 4.236 2.264 3.118  0.310
H 6.612 1.676 2.125  0.378
H 0.896 0.852 -5.047  0.345
H -2.784 4.026 3.147  0.391
H 1.469 1.525 -3.550  0.214

Values from the calculation:
Expectation value of S² = 0.76
Energy above the lowest of the compared OMol25 structures with the same formula, charge and spin = 11.7 kcal per mole
Spin multiplicity = 2
HOMO-LUMO gap (alpha / beta) = 7.53 / 7.03 eV
HOMO energy (alpha / beta) = -0.3849 / -0.3848 hartree

---

2.
Molecular formula: C6H16NO
Method: DFT, ωB97M-V/def2-TZVPD

Each line ends with the Mulliken charge.
Positions of all 24 atoms, in Å:
O 2.234 4.086 -0.493  -0.617
N 0.508 2.127 0.458  -0.291
C -0.203 -0.822 -0.131  -0.446
C -2.378 -2.933 -1.313  -0.720
C 0.640 0.986 1.492  -0.832
C -0.258 -2.371 -0.110  -0.856
C -0.334 -0.141 1.232  -0.602
C -1.053 -2.966 -1.250  -0.305
H -0.757 -2.660 0.817  0.363
H 0.727 -2.811 -0.013  0.449
H 0.325 1.468 2.411  0.408
H 0.726 2.991 0.948  0.375
H 0.774 -0.542 -0.534  0.320
H 2.880 4.680 -0.070  0.322
H -2.900 -3.469 -2.103  0.285
H -2.966 -2.438 -0.543  0.240
H 2.300 4.426 -1.400  0.312
H 1.144 1.958 -0.313  0.396
H 1.677 0.688 1.462  0.388
H -0.895 -0.452 -0.879  0.424
H -0.455 2.267 0.156  0.303
H -1.356 0.204 1.377  0.354
H -0.164 -0.839 2.053  0.393
H -0.492 -3.555 -1.958  0.338

Values from the calculation:
Energy above the lowest of the compared OMol25 structures with the same formula, charge and spin = 30.5 kcal per mole
Spin multiplicity = 1
HOMO-LUMO gap = 9.05 eV
Net charge = +1
HOMO energy = -0.4529 hartree

---

3.
Molecular formula: C48H58Ge2MgN3OPSi
Method: DFT, ωB97M-V/def2-TZVPD

Each line ends with the Mulliken charge.
Positions of all 115 atoms, in Å:
Ge -0.326 2.026 1.646  1.576
Ge -1.932 1.511 -2.085  1.085
P 1.661 -2.611 -0.897  0.164
Si -2.427 -1.545 -2.155  1.628
Mg 0.173 -0.348 0.122  0.531
O -1.672 -0.235 -1.383  -0.933
N -0.160 -0.977 3.073  -0.792
N 1.630 -0.191 1.794  0.820
N -0.840 -0.815 1.969  0.946
C -1.425 2.247 3.280  -1.017
C -4.221 -1.832 -1.703  -1.452
C -3.199 6.564 -1.391  -0.793
C 1.989 -3.670 1.632  -0.182
C -1.668 3.101 -0.916  -0.083
C -4.556 1.798 -3.679  -1.494
C 2.085 -3.957 -2.061  0.621
C -3.888 1.569 -2.320  -0.242
C 4.716 -3.212 1.813  -0.692
C -3.319 6.651 -2.772  -0.526
C -2.920 5.577 -3.546  -1.074
C -2.875 2.689 3.077  -0.983
C 1.739 0.063 -1.272  -0.401
C 1.935 -0.633 4.144  -0.660
C -2.246 4.336 -1.564  0.403
C -2.335 -1.361 -4.012  -1.042
C -1.629 -3.165 -1.735  -0.985
C -4.027 -2.015 3.487  -0.861
C -0.812 1.948 -4.909  -1.334
C -2.401 4.439 -2.942  0.280
C 1.256 3.114 2.131  -1.234
C -2.671 -1.842 3.267  -0.131
C 2.437 -1.120 -1.603  0.965
C 2.605 -5.985 -3.914  -0.612
C 2.913 0.229 1.747  -0.683
C -1.136 3.208 0.304  -1.006
C -4.966 -1.386 2.678  -0.561
C 3.729 0.257 2.843  -1.025
C 1.856 -3.756 -3.425  -0.216
C 4.048 -3.844 2.855  -0.576
C 2.684 -4.075 2.764  -0.694
C 3.587 -1.132 -2.395  0.161
C 2.838 -6.195 -2.564  -0.733
C 2.582 -5.187 -1.642  -0.785
C -3.171 -0.429 1.393  0.741
C 2.117 -4.758 -4.344  -0.798
C -2.234 -1.043 2.212  -1.216
C 4.091 0.061 -2.884  -1.152
C 2.307 1.244 -1.775  0.010
C -4.528 -0.589 1.632  -0.760
C 3.223 -0.189 4.078  -0.796
C -2.678 5.427 -0.800  -0.608
C 2.203 3.503 1.004  -0.910
C 1.150 -0.629 2.971  -0.806
C 3.447 1.253 -2.570  -1.199
C 2.652 -3.048 0.577  0.032
C -0.558 1.447 -3.485  0.307
C 4.023 -2.821 0.678  0.067
H -3.452 1.963 2.514  0.155
H -0.631 -3.267 -2.149  -0.083
H -2.834 0.224 0.602  0.135
H -1.373 1.319 3.856  0.318
H -6.024 -1.512 2.864  0.434
H 4.087 -2.065 -2.632  0.521
H 0.917 -3.829 1.570  0.348
H 4.544 -2.323 -0.131  0.375
H -0.269 0.398 -3.507  0.049
H -5.244 -0.073 1.004  0.434
H -0.895 3.004 3.863  0.742
H -3.010 5.615 -4.624  0.413
H 0.808 4.009 2.575  0.684
H 2.778 -5.364 -0.592  0.426
H -4.381 -1.845 -0.626  0.314
H -5.631 1.628 -3.608  0.409
H -2.931 3.637 2.537  0.236
H -2.676 -0.393 -4.372  -0.019
H -4.181 1.133 -4.456  0.218
H -4.244 0.641 -1.883  0.194
H -3.524 7.386 -0.766  0.413
H 1.499 -2.794 -3.773  0.462
H 4.592 -4.145 3.741  0.363
H 1.665 3.974 0.177  0.148
H -3.378 2.830 4.037  0.400
H 2.157 -4.552 3.580  0.426
H 4.749 0.601 2.746  0.538
H 3.846 -0.175 4.963  0.448
H 4.977 0.064 -3.507  0.425
H 3.225 -7.146 -2.222  0.421
H -1.322 -1.515 -4.385  0.271
H -2.256 -3.939 -2.183  0.653
H -2.977 -2.119 -4.467  0.511
H 3.835 2.190 -2.952  0.424
H 3.265 0.533 0.770  0.277
H -1.083 4.221 0.714  0.623
H 0.288 1.975 -3.045  0.141
H -4.938 -1.146 -2.152  0.446
H -1.572 -3.355 -0.663  0.242
H -1.716 1.523 -5.348  0.241
H -2.634 5.384 0.279  0.302
H 2.724 2.638 0.596  0.105
H 1.793 2.605 2.937  0.401
H -4.354 -2.640 4.309  0.388
H -0.889 3.032 -4.963  0.431
H -4.459 -2.830 -2.078  0.524
H 0.022 1.663 -5.554  0.412
H -2.099 3.630 -3.589  0.121
H 2.810 -6.770 -4.630  0.380
H 1.943 -4.580 -5.397  0.436
H -4.417 2.821 -4.025  0.344
H 1.479 -0.979 5.062  0.589
H -3.729 7.540 -3.234  0.381
H -4.186 2.360 -1.628  0.673
H 1.840 2.198 -1.552  0.736
H -1.939 -2.313 3.906  0.467
H 2.962 4.212 1.344  0.436
H 5.779 -3.021 1.888  0.411

Values from the calculation:
Spin multiplicity = 1
HOMO-LUMO gap (alpha / beta) = 6.46 / 5.80 eV
HOMO energy (alpha / beta) = -0.2530 / -0.2367 hartree

---

4.
Molecular formula: C11H41N20O13
Method: DFT, ωB97M-V/def2-TZVPD

Each line ends with the Mulliken charge.
Positions of all 85 atoms, in Å:
O 1.196 -1.582 5.310  -0.776
O -3.563 2.740 -2.103  -0.675
O 1.254 4.368 -2.015  -0.770
O -4.801 2.967 2.999  -0.434
O 5.648 1.466 0.423  -0.741
O -5.500 -1.003 2.700  -0.733
O -1.701 -2.895 -3.681  -0.744
O -0.876 0.484 1.154  0.169
O 1.205 -0.021 -3.627  -0.659
O 1.253 3.350 4.150  -0.746
O 1.033 0.000 0.249  1.846
O 1.153 -4.072 -0.271  -0.803
O -0.754 0.137 -1.088  0.612
N 3.605 1.282 -0.479  0.146
N -4.314 1.717 -3.927  -0.428
N 3.994 0.132 1.190  -0.133
N -2.896 0.657 -2.695  0.001
N 2.392 -1.206 -2.267  -0.028
N 2.565 -1.697 -4.314  -0.503
N -0.191 -4.133 -2.734  -0.300
N -5.052 -0.281 0.671  -0.315
N 0.225 2.572 -2.930  -0.238
N -1.212 -2.906 -1.438  -0.216
N 1.976 -2.912 1.381  -0.074
N -3.515 -1.384 1.835  -0.238
N 1.452 2.374 2.098  0.118
N -2.682 2.125 3.140  -0.179
N 1.630 -0.470 3.633  -0.176
N 2.234 2.783 -3.102  -0.301
N -0.330 -1.163 3.782  -0.144
N 2.965 3.805 2.802  -0.370
N -3.603 2.573 1.248  0.079
N 2.049 -5.139 1.343  -0.450
C -3.708 2.676 2.548  0.717
C 1.214 3.290 -2.607  0.691
C 2.025 -0.870 -3.482  0.532
C -3.631 1.753 -2.834  0.708
C 0.799 -1.140 4.275  0.606
C -1.130 -3.311 -2.683  0.639
C 4.521 0.998 0.383  0.409
C 1.886 3.198 3.077  0.704
C -4.713 -0.847 1.775  0.711
C -0.172 0.254 0.112  -1.839
C 1.622 -4.022 0.822  0.459
H -6.047 -0.108 0.655  0.207
H 2.983 -1.983 -2.006  0.174
H -2.358 0.590 -1.843  -0.065
H -4.423 0.808 -4.354  0.176
H -5.104 2.309 -4.142  0.288
H 0.193 -4.384 -1.834  0.245
H -1.946 1.704 2.591  0.064
H -3.387 -2.009 2.619  0.178
H -4.478 2.787 0.793  0.248
H 0.319 1.748 -3.507  0.289
H 2.490 -2.780 2.240  0.213
H -2.794 -1.157 1.166  -0.054
H 0.638 1.804 2.278  -0.218
H 2.533 -0.732 4.002  0.210
H -0.446 -0.740 2.872  0.080
H 2.745 -2.647 -4.024  0.198
H 0.096 0.155 -1.534  -0.419
H 2.668 0.923 -0.370  -0.441
H -4.350 -0.163 -0.046  0.187
H -1.142 -1.463 4.303  0.177
H 2.204 -1.683 -5.257  0.307
H 3.826 1.837 -1.294  0.057
H 2.745 -4.960 2.053  0.163
H 1.436 -0.144 2.697  -0.144
H -2.972 -0.141 -3.310  0.214
H 3.368 4.210 3.635  0.264
H 3.153 3.186 -2.985  0.237
H -2.590 2.302 4.130  0.243
H 0.280 -4.520 -3.539  0.183
H 4.451 0.077 2.089  0.280
H 3.429 3.516 1.952  0.181
H -1.873 -2.168 -1.241  0.033
H 1.650 -2.131 0.829  -0.338
H 2.032 1.893 -3.534  0.171
H -2.762 2.195 0.836  0.022
H 2.070 -0.621 -1.509  -0.308
H 1.994 2.318 1.248  -0.018
H 3.010 -0.019 1.017  -0.091
H 1.945 -6.044 0.906  0.275
H -0.436 -3.157 -0.842  0.381
H -0.700 2.745 -2.564  0.017

Values from the calculation:
Expectation value of S² = 0.77
Spin multiplicity = 2
HOMO-LUMO gap (alpha / beta) = 9.08 / 3.18 eV
HOMO energy (alpha / beta) = -0.3407 / -0.3407 hartree

---

5.
Molecular formula: C27H61Cl3N4O15
Method: DFT, ωB97M-V/def2-TZVPD

Each line ends with the Mulliken charge.
Positions of all 110 atoms, in Å:
Cl 0.249 -0.791 4.196  1.775
Cl -2.728 -4.336 2.210  1.768
Cl -4.386 0.828 4.105  1.743
O 0.401 -0.748 2.747  -0.374
O -3.629 1.853 4.779  -0.704
O -2.655 1.940 -0.551  -0.329
O -3.681 0.358 2.927  -0.832
O -5.661 1.380 3.742  -0.720
O 2.375 -3.740 -2.245  -0.505
O -3.345 -5.369 1.382  -0.736
O -1.442 -4.799 2.666  -0.690
O -4.593 -0.276 4.998  -0.692
O -0.060 2.874 1.074  -0.189
O -0.262 0.537 4.518  -0.731
O -2.591 -3.102 1.476  -0.771
O 1.464 -1.160 4.861  -0.706
O -3.560 -4.092 3.353  -0.698
O -0.887 -1.605 4.577  -0.690
N 2.706 -3.856 -0.889  0.579
N -1.849 -0.227 0.819  1.056
N 1.216 3.249 0.643  0.776
N -3.200 1.936 -1.843  0.107
C 0.549 -2.796 -0.300  -1.369
C 4.404 -4.045 0.905  -1.345
C 1.731 5.233 2.070  -1.594
C 3.464 2.565 0.008  -1.624
C -4.182 1.533 -4.384  -0.662
C 4.028 -4.382 -0.549  1.834
C -4.690 -0.148 -1.912  -1.342
C -2.123 1.727 -2.863  2.308
C -5.096 1.997 -3.282  -1.017
C -4.559 1.402 -1.925  1.466
C -5.378 1.960 -0.769  -2.338
C 0.240 5.403 0.106  -1.787
C 2.048 -3.538 1.446  -0.770
C 1.519 4.691 0.643  0.966
C 3.293 -4.307 1.912  -1.069
C 2.558 1.770 2.167  -1.576
C 2.156 2.142 0.694  1.973
C -1.504 0.333 -2.783  -1.148
C 2.723 4.959 -0.263  -0.957
C 1.751 0.848 0.002  -1.396
C 3.872 4.057 0.052  -0.932
C -2.735 2.019 -4.235  -1.030
C 4.109 -5.914 -0.784  -1.810
C 0.884 -5.257 0.074  -1.727
C -1.029 2.792 -2.591  -2.372
C 1.600 -3.872 0.046  1.579
C 4.995 -3.722 -1.513  -1.890
H -2.294 1.298 -4.931  0.206
H 1.349 -3.515 2.281  0.308
H -2.555 3.030 -4.592  0.425
H 4.606 -2.966 0.966  0.446
H 4.771 -2.674 -1.741  0.374
H 3.943 -6.597 0.054  0.332
H 2.206 4.538 2.764  0.333
H 0.778 0.420 0.222  -0.698
H -0.164 -2.738 0.525  -0.114
H -1.599 -1.225 0.763  -0.043
H 0.477 6.466 0.229  0.475
H 1.040 -1.830 -0.395  0.240
H -1.178 -0.007 -3.772  0.378
H 4.352 2.093 0.446  0.402
H -3.958 -0.564 -1.216  0.174
H 3.368 2.431 2.484  0.329
H -0.610 5.225 0.756  0.421
H 3.566 -3.982 2.913  0.478
H 5.076 -4.166 -2.507  0.350
H 3.393 -6.233 -1.547  0.287
H 4.214 4.196 1.089  0.328
H 1.735 1.039 -1.083  0.435
H -5.604 -0.455 -1.400  0.455
H -4.646 -0.611 -2.893  0.210
H -2.503 -0.388 1.618  0.563
H -4.279 0.467 -4.568  0.364
H 0.352 -5.515 -0.850  0.425
H -2.482 0.148 0.118  0.076
H 0.098 -5.238 0.834  0.296
H -5.099 1.585 0.222  0.545
H -2.127 -0.484 -2.428  0.240
H -0.395 2.443 -1.776  0.161
H 2.804 0.714 2.228  0.381
H -6.069 1.540 -3.494  0.329
H -0.445 3.033 -3.481  0.464
H 0.097 5.159 -0.943  0.197
H 2.509 4.848 -1.332  0.338
H -0.007 -3.108 -1.185  0.559
H 3.157 5.966 -0.220  0.424
H 2.381 -2.490 1.395  -0.031
H 2.574 0.137 0.059  0.758
H -0.168 3.122 2.008  0.229
H 3.587 2.215 -1.025  0.562
H -1.147 0.466 1.064  -0.273
H -5.232 3.073 -3.190  0.408
H 1.514 -6.130 0.258  0.310
H 4.840 4.065 -0.455  0.409
H 5.361 -4.472 1.216  0.424
H -6.390 1.540 -0.761  0.480
H 6.009 -3.573 -1.123  0.416
H -4.514 2.068 -5.284  0.371
H 2.231 6.201 2.066  0.362
H -5.476 3.043 -0.699  0.331
H -2.621 2.866 -0.286  0.227
H -1.448 3.752 -2.279  0.558
H 2.051 -4.633 -2.451  0.351
H 5.097 -6.211 -1.150  0.492
H 0.740 5.369 2.515  0.454
H 1.721 1.952 2.846  0.180
H 3.061 -5.374 1.834  0.341
H -0.558 0.364 -2.238  -0.063

Values from the calculation:
Energy above the lowest of the compared OMol25 structures with the same formula, charge and spin = 52.6 kcal per mole
Spin multiplicity = 1
HOMO-LUMO gap = 6.97 eV
Net charge = -2
HOMO energy = -0.1261 hartree

---

6.
Molecular formula: C25H23Br2N4O4STc
Method: DFT, ωB97M-V/def2-TZVPD

Each line ends with the Mulliken charge.
Positions of all 60 atoms, in Å:
Tc 0.285 -0.346 -1.130  0.059
Br -0.532 -7.117 -2.876  -0.176
Br -3.948 -2.777 -1.755  -0.108
S -0.834 -0.205 1.361  1.848
O 1.971 0.825 -0.476  -0.452
O 0.380 -0.956 0.861  -0.700
O -1.976 -0.998 1.681  -0.693
O -1.252 -1.266 -1.638  -0.519
N 3.040 2.786 -0.657  -0.351
N -0.967 0.775 0.103  0.277
N 1.171 -2.187 -1.890  0.168
N -2.033 2.104 -1.416  -0.125
C -4.223 3.011 -1.080  -0.620
C 0.439 2.095 5.035  0.927
C -0.346 0.681 2.785  -0.091
C -0.753 -5.287 -2.485  -0.059
C 2.726 -3.931 -2.317  -1.087
C -2.114 1.511 -0.227  0.622
C -2.214 -3.431 -2.005  -0.280
C 1.732 -4.849 -2.500  -0.770
C -3.229 1.631 0.603  -0.707
C 3.523 -1.609 -1.736  -1.158
C -4.292 2.396 0.161  -0.557
C -0.706 1.304 5.059  -0.906
C 1.272 2.194 -2.263  -0.591
C 0.885 2.842 6.259  -1.449
C 2.425 -2.591 -1.998  0.873
C -1.106 0.591 3.940  -0.400
C 2.134 1.914 -1.075  0.819
C 0.817 0.832 -2.759  -1.106
C 1.187 2.164 3.856  -0.883
C 0.803 1.464 2.730  -0.234
C -2.012 -4.796 -2.297  -0.325
C -1.143 -2.584 -1.917  0.732
C -3.073 2.830 -1.826  -0.434
C 0.386 -4.447 -2.373  0.588
C 0.162 -3.094 -2.078  0.174
H 3.764 -4.219 -2.403  0.464
H 1.237 3.841 6.003  0.371
H -0.122 0.888 -3.315  0.438
H 0.396 2.743 -1.897  0.257
H 1.585 0.339 -3.360  0.685
H -1.294 1.243 5.966  0.372
H -5.035 3.614 -1.461  0.403
H 0.080 2.934 6.985  0.370
H 3.590 2.584 0.163  0.264
H 1.382 1.505 1.817  0.270
H 1.782 2.812 -3.005  0.466
H -1.991 -0.030 3.957  0.536
H -3.277 1.120 1.554  0.356
H 3.595 -1.419 -0.663  0.195
H 3.327 -0.657 -2.224  0.142
H -2.972 3.290 -2.803  0.410
H -2.871 -5.448 -2.370  0.439
H -5.172 2.504 0.781  0.436
H 4.477 -1.996 -2.086  0.500
H 1.712 2.317 6.741  0.311
H 1.964 -5.879 -2.730  0.383
H 2.079 2.778 3.830  0.403
H 3.182 3.657 -1.138  0.220

Values from the calculation:
Expectation value of S² = 0.77
Energy above the lowest of the compared OMol25 structures with the same formula, charge and spin = 7.3 kcal per mole
Spin multiplicity = 2
HOMO-LUMO gap (alpha / beta) = 6.69 / 7.15 eV
Net charge = +1
HOMO energy (alpha / beta) = -0.3987 / -0.4025 hartree

---

What did we get for E_tot? Answer: -6404.6241 -367.9339 -7088.2118 -2517.1048 -3792.6510 -7113.3213 a.u., in the order shown.